# 1
Below is a 2-piece molecular cluster, C37H44N2O2 overall at a distorted geometry, with properties calculated with ωB97M-V with the def2-TZVPD basis set.

Atoms and positions in Å:
C -1.06767 1.84291 4.11348
C -0.10048 2.55043 3.15759
C -0.88374 3.57040 2.32571
C 0.94513 3.32744 3.96953
C 0.59872 1.50171 2.26017
C 0.44676 1.48682 0.90262
C 1.16819 0.58675 0.05504
C 0.93689 0.60082 -1.33020
C 1.59629 -0.25373 -2.26283
C 1.78416 -1.64191 -2.02731
C 2.47395 -2.41861 -2.94244
C 2.98333 -1.85723 -4.11738
C 3.74648 -2.70339 -5.08267
C 2.75009 -0.50373 -4.39169
C 2.04934 0.28042 -3.49899
C 2.10483 -0.29000 0.67864
C 2.19843 -0.44490 2.03005
C 3.10618 -1.52572 2.65899
C 4.22248 -0.85757 3.47333
C 3.79267 -2.40524 1.60780
C 2.30148 -2.46671 3.57122
C 1.44012 0.46829 2.89876
O 1.49897 0.35439 4.14673
H -0.51016 1.18964 4.79326
H -1.63042 2.58445 4.69669
H -1.77768 1.22597 3.54490
H -0.21618 4.08764 1.62288
H -1.70133 3.09323 1.76908
H -1.32519 4.32951 2.98759
H 1.65202 3.81475 3.28889
H 0.45500 4.10222 4.56974
H 1.49359 2.65363 4.63169
H -0.21916 2.20315 0.41517
H 0.38731 1.45147 -1.74006
H 1.35131 -2.10992 -1.14005
H 2.62786 -3.48383 -2.75597
H 4.31062 -2.07657 -5.77860
H 4.44663 -3.36295 -4.55804
H 3.08057 -3.34064 -5.67786
H 3.12868 -0.08506 -5.32665
H 1.83381 1.32707 -3.72030
H 2.77481 -0.85569 0.03492
H 3.80554 -0.27220 4.29904
H 4.89354 -1.62863 3.87509
H 4.80665 -0.19630 2.82021
H 3.06320 -2.93395 0.98331
H 4.46498 -1.81969 0.97020
H 4.39992 -3.16017 2.12524
H 1.50820 -2.96004 2.99308
H 2.97553 -3.24237 3.96267
H 1.85571 -1.91671 4.40735
C -5.97489 3.15507 1.08270
N -4.95709 2.32799 1.69646
C -4.76148 2.58898 3.11147
C -4.05114 1.65698 0.92778
C -3.86975 2.01914 -0.42718
C -2.96824 1.32978 -1.19006
N -2.37286 0.17496 -0.72352
C -1.58652 -0.61365 -1.52660
C -1.52281 -0.45347 -2.92991
C -1.07901 -1.63727 -3.74791
C -0.55747 -1.37648 -5.01820
C -0.05038 -2.41006 -5.79724
C -0.12677 -3.72978 -5.34278
C -0.69266 -4.00158 -4.09355
C -1.18781 -2.96120 -3.30438
O -1.73817 0.63794 -3.51452
C -2.47751 -0.14626 0.61804
C -3.29885 0.56322 1.44995
H -6.35004 2.69781 0.16104
H -6.80218 3.25499 1.79180
H -5.59134 4.15745 0.83969
H -3.99068 1.94326 3.54717
H -4.46172 3.64132 3.27455
H -5.71169 2.42368 3.64152
H -4.41691 2.83980 -0.89133
H -2.73349 1.61295 -2.20401
H -1.16535 -1.48321 -1.02857
H -0.51567 -0.34379 -5.36275
H 0.42432 -2.17957 -6.74826
H 0.25970 -4.54387 -5.95604
H -0.73878 -5.02365 -3.71620
H -1.64600 -3.15186 -2.33178
H -1.90364 -1.01298 0.94291
H -3.41109 0.22368 2.48012

**Gap between HOMO and LUMO**: 5.98 eV
**Charge**: 0
**Highest occupied orbital energy**: -6.65 eV
**Electronic energy**: -46157.052 eV


# 2
Below is C37H45As2N3O3ReS as an isolated structure, with properties calculated with ωB97M-V with the def2-TZVPD basis set.

Atoms and positions in Å:
Re 0.26526 -0.37084 0.29756
C -0.90392 2.71420 1.52524
C -0.09399 3.28580 0.36560
As 0.95812 1.89650 -0.53556
C 0.67998 1.87394 -2.42561
C 0.15706 2.97061 -3.10172
C 0.03368 2.91520 -4.48357
C 0.41865 1.77327 -5.17728
C 0.94846 0.68175 -4.49808
C 1.09132 0.73166 -3.11723
C 2.81549 2.19147 -0.19020
C 3.69228 1.10772 -0.19221
C 5.05561 1.33809 -0.07640
C 5.53384 2.63882 0.03142
C 4.65448 3.71450 0.03083
C 3.28798 3.49779 -0.08094
As -1.77798 1.11183 0.83901
C -2.81584 0.20805 2.16174
C -2.27943 -0.01116 3.42982
C -3.00858 -0.72476 4.36880
C -4.26224 -1.22726 4.03586
C -4.79026 -1.01343 2.76900
C -4.06876 -0.29582 1.82452
C -3.02126 1.91966 -0.38323
C -4.09503 2.56551 0.23656
C -5.00687 3.27151 -0.53183
C -4.84926 3.34040 -1.91109
C -3.77371 2.71136 -2.52169
C -2.85587 1.99935 -1.76060
H -1.66616 3.42282 1.84856
H -0.27729 2.45739 2.37673
H 0.60421 4.04780 0.71019
H -0.74427 3.73311 -0.38680
H -0.14909 3.86732 -2.57709
H -0.35392 3.77015 -5.02166
H 0.32362 1.74173 -6.25461
H 1.27591 -0.19101 -5.04778
H 1.57263 -0.09421 -2.59670
H 3.32409 0.09305 -0.29754
H 5.74922 0.50741 -0.08995
H 6.59868 2.81683 0.10316
H 5.03293 4.72548 0.10100
H 2.62053 4.35053 -0.10502
H -1.31147 0.39919 3.69810
H -2.61554 -0.87508 5.36547
H -4.83594 -1.77283 4.77332
H -5.77479 -1.38878 2.52264
H -4.49616 -0.11267 0.84581
H -4.23567 2.51766 1.31054
H -5.84054 3.76754 -0.05337
H -5.56393 3.89085 -2.50820
H -3.64700 2.77702 -3.59450
H -2.01266 1.53886 -2.24957
N -1.72043 -1.09323 -2.50057
C -2.02470 -1.79457 -1.40383
C -3.07679 -2.74118 -1.42671
C -3.30736 -3.53831 -0.34611
C -2.49333 -3.42034 0.80518
C -1.53065 -2.47129 0.80028
N -1.29335 -1.63874 -0.27354
H -2.27788 -1.21068 -3.33255
H -0.90217 -0.50835 -2.58563
H -3.66744 -2.83118 -2.32904
H -4.10392 -4.27094 -0.37556
H -2.64319 -4.04205 1.67558
H -0.90301 -2.30872 1.67548
N 3.45696 0.22735 4.69703
C 2.25862 0.74123 3.94902
C 2.03406 -0.15464 2.73736
O 2.74789 -1.09118 2.51008
O 1.00477 0.23769 1.98966
H 3.23024 -0.06405 5.65199
H 4.20582 0.92215 4.76548
H 3.82350 -0.59537 4.19009
H 2.43874 1.76858 3.63756
H 1.38925 0.72421 4.60370
C 4.51177 -3.01196 0.11638
C 3.43477 -3.52770 -0.81855
S 1.77918 -3.35731 -0.13858
O 1.50162 -1.79876 -0.36556
C 0.81910 -4.16648 -1.43426
C 0.84507 -5.67778 -1.22049
H 5.48023 -3.19752 -0.34715
H 4.49600 -3.53533 1.07161
H 4.41389 -1.94182 0.28931
H 3.52719 -4.60295 -0.99654
H 3.40748 -3.01867 -1.78436
H 1.24060 -3.85947 -2.39245
H -0.18976 -3.76349 -1.33542
H 1.85293 -6.08863 -1.26223
H 0.27878 -6.14482 -2.02536
H 0.38888 -5.95958 -0.27271

**Energy above the lowest of the compared OMol25 structures with the same formula, charge and spin**: 37.5 kcal/mol
**Gap between HOMO and LUMO (alpha / beta)**: 5.99 / 6.08 eV
**Charge**: +4
**⟨S²⟩**: 0.758
**Highest occupied orbital energy (alpha / beta)**: -18.54 / -18.54 eV
**Electronic energy**: -184316.975 eV
**Multiplicity**: 2


# 3
Below is C37H45CrF4Ge2N3O7S as an isolated structure, with properties calculated with ωB97M-V with the def2-TZVPD basis set.

Atoms and positions in Å:
Cr -0.61813 -1.40673 -2.85871
F -2.05969 3.37266 2.28370
C -1.68462 2.08403 2.45938
C -1.53902 1.28169 1.36636
C -1.19795 -0.05964 1.51966
C -1.01407 -0.89342 0.31472
O -1.14746 -0.36045 -0.79784
C -0.70050 -2.26814 0.57454
C -0.56677 -2.68370 1.86488
N -0.67407 -1.90232 2.95993
C -0.50939 -2.48357 4.27351
C 0.60418 -3.45852 4.48477
C 0.68923 -2.09093 5.09180
C -1.01080 -0.56800 2.80947
C -1.13543 0.27948 3.91588
C -1.47223 1.61037 3.75818
N -1.59569 2.42652 4.91586
C -2.66435 2.13997 5.85686
C -2.09229 2.31156 7.27320
N -0.90774 3.23740 7.17425
C -1.21031 4.39454 6.26853
C -1.32793 3.85562 4.83072
C -0.41666 -3.34751 -0.46499
O -0.21760 -4.48165 -0.06710
O -0.28764 -2.95560 -1.67928
H -1.69653 1.66781 0.36816
H -0.34160 -3.72782 2.03216
H -1.44408 -2.66601 4.79061
H 1.25127 -3.66500 3.64432
H 0.40572 -4.30352 5.12664
H 1.37819 -1.39496 4.63084
H 0.55976 -1.99171 6.16095
H -0.94570 -0.09930 4.91059
H -3.01490 1.11935 5.72496
H -3.52432 2.80429 5.70702
H -1.72791 1.37315 7.68653
H -2.80306 2.75792 7.96576
H -0.13691 2.70916 6.75922
H -0.62139 3.55459 8.09973
H -0.42112 5.13555 6.36768
H -2.14250 4.82727 6.62658
H -0.39599 4.00380 4.28556
H -2.10654 4.42467 4.31804
C -4.18608 -0.88621 -4.78523
C -4.60661 -0.12038 -3.51810
C -3.68855 -0.67357 -2.41802
O -2.75213 -1.54740 -3.08165
C -3.44578 -2.08424 -4.22734
H -3.50183 -0.29305 -5.39083
H -5.03208 -1.18053 -5.40381
H -5.65112 -0.30371 -3.26983
H -4.47654 0.95324 -3.63922
H -4.23715 -1.26818 -1.68363
H -3.11220 0.08775 -1.89746
H -4.12485 -2.86669 -3.87556
H -2.71282 -2.50860 -4.90332
F -0.73050 -3.25760 -5.27202
C 0.39762 -2.69467 -5.74966
F 1.38547 -3.02375 -4.92250
F 0.64210 -3.20771 -6.94507
S 0.23542 -0.84477 -5.85034
O -0.42574 -0.57586 -7.08742
O 1.58663 -0.40348 -5.65288
O -0.65344 -0.51882 -4.67715
C 1.33422 2.46290 -4.97745
Ge 1.41819 2.18919 -3.05594
C 2.86892 3.30422 -2.34095
C -0.29926 2.73237 -2.27695
Ge 1.84143 -0.11046 -2.24147
C 2.04770 -0.08055 -0.28439
C 2.56075 -1.16962 0.42467
C 2.75739 -1.09946 1.79819
C 2.45911 0.06822 2.48771
C 1.94372 1.15895 1.80161
C 1.73303 1.07707 0.43068
C 3.18992 -1.28846 -2.99056
C 4.17868 -0.75444 -3.81437
C 5.17971 -1.56653 -4.32572
C 5.18724 -2.92362 -4.03419
C 4.19012 -3.46926 -3.23687
C 3.19332 -2.65654 -2.71802
H 1.29092 3.54093 -5.14808
H 0.44201 2.00442 -5.39623
H 2.20354 2.05616 -5.48675
H 2.59051 4.35617 -2.42517
H 3.77811 3.14589 -2.92074
H 3.08802 3.08054 -1.29857
H -0.60540 3.68384 -2.71438
H -0.23947 2.85213 -1.19585
H -1.06132 1.98594 -2.50328
H 2.82281 -2.07990 -0.09584
H 3.16850 -1.95175 2.32517
H 2.65344 0.13792 3.55198
H 1.71331 2.07870 2.32773
H 1.31428 1.93215 -0.08576
H 4.16334 0.29729 -4.07533
H 5.94376 -1.14356 -4.96455
H 5.95953 -3.56052 -4.44524
H 4.17616 -4.53216 -3.03382
H 2.38847 -3.10282 -2.14384

**Energy above the lowest of the compared OMol25 structures with the same formula, charge and spin**: 18.6 kcal/mol
**Gap between HOMO and LUMO (alpha / beta)**: 5.67 / 7.01 eV
**Charge**: +1
**⟨S²⟩**: 8.761
**Highest occupied orbital energy (alpha / beta)**: -9.09 / -10.43 eV
**Electronic energy**: -221054.951 eV
**Multiplicity**: 6